No. 1
A structure of composition C36H63ClCuN9O4, computed with wB97M-V/def2-TZVPD.

Atoms and positions in Å:
H  -3.22  -2.29  5.32
H  -1.45  3.68  -3.61
C  1.50  -0.47  -7.01
H  1.80  3.02  0.95
C  1.67  4.22  -2.14
N  1.92  -1.28  6.92
H  1.80  -1.62  3.97
Cl  4.44  -0.96  -0.46
H  -0.85  -2.11  4.11
H  -3.95  1.18  1.77
C  -2.78  -0.37  4.89
H  -4.55  -3.02  -1.77
H  0.32  -4.34  -1.83
H  -2.20  2.08  -5.04
H  -3.69  1.61  -4.22
C  -3.37  4.51  -4.12
H  1.95  0.38  -5.04
H  3.52  2.93  -1.66
H  -0.77  -1.40  6.69
O  3.12  -0.38  -0.36
N  0.75  -2.65  0.86
H  1.10  3.74  -2.94
H  0.36  4.77  2.96
H  3.56  -3.46  4.50
H  -1.67  -2.92  6.93
H  -2.67  -5.24  -0.86
H  -3.14  3.60  2.28
C  1.06  0.05  -5.57
H  3.96  5.43  -3.47
H  -3.73  3.01  -0.67
H  2.56  -6.13  -1.07
O  4.44  -1.81  -1.66
H  -1.27  -3.55  4.77
N  -1.13  1.51  -0.19
H  1.26  -5.85  0.97
H  0.36  0.85  -5.81
N  -1.92  -1.42  0.19
C  1.86  -5.00  0.65
N  0.88  0.43  2.21
H  -2.55  -4.15  -2.15
H  0.89  -1.91  -4.68
C  -2.80  -1.45  5.88
C  1.23  -3.70  0.79
Cu  0.25  -0.50  0.18
H  5.09  4.26  -3.03
H  -2.04  1.13  -3.60
H  -0.68  2.76  3.65
N  3.68  2.96  -5.33
C  -3.95  -3.13  0.32
H  5.95  -2.63  4.88
C  3.79  3.56  -4.40
H  4.87  -2.30  6.16
C  0.37  2.70  3.37
H  1.17  3.87  -1.24
H  3.02  -0.37  3.99
H  -5.22  -4.28  -0.81
C  5.05  -2.05  5.11
C  0.27  -1.02  -4.73
H  1.93  -1.47  -7.00
O  4.79  -1.67  0.77
C  2.32  -1.20  5.81
C  -2.48  3.35  -3.46
H  -4.17  4.83  -3.46
H  0.64  -0.49  -7.68
H  -4.83  -2.70  0.81
C  -4.01  4.08  -5.40
H  -4.50  4.11  1.58
C  0.98  -5.21  -1.78
H  -0.19  3.86  1.56
C  -4.66  2.00  1.87
N  -4.49  3.78  -6.41
H  1.26  -5.32  -2.82
N  0.17  -0.24  -2.25
H  -2.60  3.28  -2.38
O  5.26  0.13  -0.81
C  -3.29  -4.76  -1.62
H  -2.65  5.28  -4.41
C  0.69  1.46  2.70
C  -3.83  3.26  1.51
H  0.29  -5.99  -1.44
H  -3.34  -1.17  6.79
H  2.81  -4.97  1.19
C  -2.00  2.33  -0.05
C  -2.83  -2.12  0.23
H  4.17  -2.68  3.21
C  0.55  3.88  2.36
C  1.91  3.87  1.62
C  2.20  -5.13  -0.84
H  2.32  0.15  -7.37
C  -0.72  -2.65  5.05
C  3.19  3.93  -1.95
C  -1.46  -2.11  6.23
C  -2.66  1.91  -4.06
H  2.83  3.77  2.20
H  1.03  2.80  4.23
H  1.37  5.27  -2.21
H  -5.47  1.84  1.15
C  0.21  -0.62  -3.33
H  -3.74  -5.52  -2.26
C  -4.28  -3.76  -1.02
H  -3.63  -3.89  1.03
H  -0.70  -1.08  -5.22
H  0.28  -2.98  5.32
C  2.76  -1.34  4.40
N  -2.73  0.45  4.03
H  -2.39  4.07  0.07
C  -3.10  3.25  0.18
H  -5.13  2.09  2.85
H  3.02  -4.48  -1.17
C  4.02  4.37  -3.20
C  3.88  -2.45  4.24
H  5.29  -0.99  4.96
H  3.55  4.44  -1.06
H  1.96  4.71  0.92

Summary:
- Multiplicity: 1
- HOMO level: -8.0 eV
- Orbital gap: 8.10 eV
- E_tot: -117104.65497 eV


No. 2
A cluster of 2 separate species, C9H10ClOP in total, computed with wB97M-V/def2-TZVPD.

Atoms and positions in Å:
C  2.71  2.09  -0.42
C  -0.14  -3.17  0.30
C  -1.26  -2.82  -0.44
O  3.20  1.43  -1.25
Cl  -3.31  1.16  -0.25
H  0.93  -0.05  1.29
H  2.27  1.89  1.51
C  -1.64  -1.47  -0.42
C  0.66  -2.25  0.92
H  -1.91  -3.57  -0.91
P  -1.53  1.19  0.56
H  0.08  -4.26  0.32
C  0.35  -0.89  0.86
H  1.45  -2.58  1.64
C  -0.86  -0.55  0.22
C  2.22  2.56  0.68
C  -0.73  2.07  -0.99
H  -2.65  -1.32  -0.68
H  0.30  2.05  -0.82
H  -0.89  3.11  -0.79
H  -0.97  1.81  -2.02
H  1.71  3.59  0.69

Summary:
- Multiplicity: 1
- HOMO level: -8.9 eV
- Orbital gap: 9.46 eV
- E_tot: -33352.31823 eV
- SMILES string: CP(Cl)c1ccccc1.C=C=O


No. 3
A structure of composition C37H35ClMoN2S2Si2, computed with wB97M-V/def2-TZVPD.

Atoms and positions in Å:
H  3.57  -1.87  -1.03
C  -1.50  2.62  -3.98
H  -1.89  -2.95  1.47
H  0.81  5.63  -2.21
C  -0.70  2.65  3.89
H  1.13  -3.03  -2.45
C  -1.31  -1.79  -4.44
C  1.42  -3.49  3.40
C  1.25  -0.16  5.01
H  2.79  -4.00  -0.12
C  0.55  -2.83  -3.34
H  1.45  0.09  -3.69
H  0.66  -3.48  -6.66
C  1.67  -0.85  -0.91
C  -1.00  3.28  -0.56
H  -2.01  3.09  -0.21
H  -1.30  -2.69  -0.39
H  -2.47  1.43  -2.47
C  -2.28  -0.73  3.95
H  -2.93  -0.56  0.64
C  0.66  1.15  4.90
Cl  1.60  0.53  1.70
H  -0.21  1.41  0.17
S  2.64  -2.26  5.63
C  -1.82  -2.01  3.49
H  -1.34  3.16  1.90
C  -0.71  4.48  -1.23
N  0.83  -1.15  4.10
H  3.55  1.24  -0.76
C  -0.57  -2.00  -3.27
Mo  -0.62  -0.44  2.46
C  0.71  1.90  -4.61
C  0.23  -1.11  -0.46
Si  -0.96  -0.82  -1.83
H  0.48  -4.03  3.57
C  0.99  -3.39  -4.54
H  1.63  2.03  -5.20
C  0.70  -3.53  -0.24
C  -2.60  -0.82  1.65
C  0.62  0.82  -3.73
C  1.23  2.41  -1.08
H  0.33  -4.55  -0.07
C  -1.59  1.56  -3.09
C  -2.75  0.00  2.81
H  -2.18  -1.13  -4.42
C  -2.04  -2.07  2.08
C  0.29  -3.10  -5.71
H  -2.40  -0.75  -1.51
H  2.27  -4.13  3.67
H  2.66  0.07  6.63
H  -2.65  2.95  3.12
C  -0.35  2.80  -4.75
C  2.51  -1.96  -0.78
H  -1.39  -2.06  -6.58
H  -2.34  3.31  -4.07
S  -0.02  3.61  5.22
H  -2.33  -0.40  4.97
C  1.49  -2.29  4.27
H  -0.27  3.64  -5.44
Si  2.36  0.90  -1.41
C  -0.21  -2.50  -0.40
H  2.51  3.78  -2.16
C  1.54  3.65  -1.67
C  0.58  4.67  -1.73
H  1.63  2.19  6.51
H  -1.45  -2.82  4.10
H  -1.50  5.23  -1.37
C  2.06  -3.23  -0.35
H  -1.62  4.39  3.18
C  -0.86  -2.30  -5.66
H  -3.20  0.98  2.82
H  1.48  -3.22  2.33
C  2.23  -0.59  5.88
C  0.91  2.25  5.69
C  0.00  2.32  -0.41
H  1.89  -4.01  -4.54
C  -0.53  0.67  -2.94
C  -1.63  3.31  2.95
H  -0.14  -0.50  0.42
N  -0.27  1.40  3.88

Summary:
- Multiplicity: 3
- HOMO level (alpha / beta): -12.6 / -13.1 eV
- Orbital gap (alpha / beta): 5.16 / 5.61 eV
- E_tot: -93703.36467 eV
- Net charge: +2
- ⟨S²⟩: 2.326


No. 4
A cluster of 2 separate species, C4H8O3 in total, computed with wB97M-V/def2-TZVPD.

Atoms and positions in Å:
H  1.84  -2.47  -2.30
O  0.11  0.03  -2.13
H  0.95  1.13  1.42
C  -0.75  0.04  2.27
H  0.63  -0.61  0.82
H  -0.33  2.12  -0.46
O  -1.95  0.07  2.35
C  -0.79  0.21  -1.31
H  -1.75  -0.28  -1.46
C  0.13  0.42  1.10
H  -0.16  -0.27  3.27
H  -1.76  1.29  0.30
H  2.01  -1.05  -1.80
C  -0.70  1.15  -0.02
O  2.53  -1.79  -2.07

Summary:
- Multiplicity: 2
- HOMO level (alpha / beta): -14.7 / -14.6 eV
- Orbital gap (alpha / beta): 8.03 / 4.25 eV
- E_tot: -10408.31644 eV
- Net charge: +1
- ⟨S²⟩: 0.759


No. 5
A structure of composition C4H4INS, computed with wB97M-V/def2-TZVPD.

Atoms and positions in Å:
C  -1.21  0.32  -0.06
I  3.70  0.08  0.18
N  1.02  1.23  -0.02
C  1.66  0.02  0.07
H  -0.34  2.23  -0.83
H  -1.10  -1.14  1.42
C  -0.85  -1.05  0.31
S  0.93  -1.46  -0.24
H  -1.31  -1.93  -0.15
C  -0.27  1.23  -0.44
H  -2.23  0.48  -0.24

Summary:
- Multiplicity: 1
- HOMO level: -8.4 eV
- Orbital gap: 8.30 eV
- E_tot: -24636.61701 eV


- The highest E_tot belongs to which entry?
  C4H8O3


- Which formula does entry 2 have?
  C9H10ClOP